# 1
Formula: C30H74O21S4
Source: the OMol25 dataset
Level of theory: the ωB97M-V functional and the def2-TZVPD basis

Structure (XYZ):
```
129
Properties=species:S:1:pos:R:3:lowdin_charge:R:1
O -22.6985 -1.0616 -7.3747 -0.313
S -23.8500 -1.0285 -6.4139 0.734
O -25.2282 -0.9786 -6.9818 -0.328
O -23.6617 -2.1598 -5.2247 -0.302
C -24.7812 -2.7237 -4.5753 -0.277
C -25.1558 -3.9212 -5.4714 -0.062
C -23.7284 0.4227 -5.2072 -0.090
H -25.5676 -1.9714 -4.5155 0.107
H -24.5687 -2.9878 -3.5393 0.123
H -25.9517 -4.5754 -5.1155 0.075
H -24.2540 -4.5265 -5.5633 0.082
H -25.5053 -3.5478 -6.4339 0.070
H -22.7287 0.3687 -4.7762 0.060
H -24.3962 0.1732 -4.3827 0.054
H -23.8800 1.3867 -5.6928 0.068
O -32.4022 18.2734 -4.3327 -0.310
S -33.3471 17.8402 -5.3946 0.720
O -34.7954 17.6757 -5.1310 -0.315
O -33.1163 18.8327 -6.6962 -0.259
C -34.0300 18.9363 -7.7217 -0.346
C -34.1837 20.3825 -8.0540 -0.076
C -32.6495 16.2338 -6.0760 -0.091
H -35.0276 18.5575 -7.4994 0.117
H -33.6881 18.4281 -8.6233 0.124
H -34.3334 21.0180 -7.1812 0.090
H -34.8311 20.5324 -8.9179 0.086
H -33.2111 20.7164 -8.4155 0.077
H -32.9554 15.9283 -7.0766 0.065
H -32.9560 15.5772 -5.2617 0.060
H -31.5655 16.3379 -6.1240 0.061
O -22.9461 7.5728 -9.3042 -0.311
S -23.4882 8.8770 -9.7437 0.712
O -23.5250 9.1423 -11.1948 -0.319
O -25.0484 9.0389 -9.0958 -0.269
C -25.7359 10.2396 -9.3093 -0.346
C -27.1892 9.9582 -9.5625 -0.056
C -22.5795 10.2438 -8.8884 -0.103
H -25.3474 10.9173 -10.0695 0.119
H -25.5356 10.7169 -8.3501 0.115
H -27.7095 10.8926 -9.3523 0.085
H -27.4488 9.1150 -8.9224 0.085
H -27.3271 9.6424 -10.5967 0.085
H -21.5237 10.0762 -9.1010 0.068
H -22.7228 10.0957 -7.8181 0.071
H -22.8925 11.1838 -9.3430 0.065
O -14.8950 9.5702 -14.6827 -0.306
S -15.9657 9.2227 -13.7621 0.671
O -15.6294 8.7680 -12.4157 -0.298
O -16.9959 10.5214 -13.6096 -0.266
C -17.4830 11.1844 -14.8216 -0.260
C -16.3862 11.9412 -15.5062 -0.111
C -17.0473 7.9074 -14.5568 -0.088
H -18.0930 12.0124 -14.4604 0.123
H -17.9870 10.5951 -15.5876 0.112
H -16.7661 12.6603 -16.2319 0.081
H -15.6169 11.4562 -16.1072 0.070
H -15.9327 12.4603 -14.6619 0.089
H -17.8023 7.6474 -13.8148 0.065
H -16.3634 7.0827 -14.7572 0.067
H -17.5580 8.3088 -15.4321 0.051
C -35.8585 11.2308 -10.2763 -0.093
O -36.0232 11.3993 -8.8516 -0.179
C -37.3803 11.3119 -8.5047 -0.201
C -38.0057 9.8662 -8.3047 -0.187
O -37.5027 9.2506 -7.1672 -0.129
C -37.6823 7.8733 -7.1617 -0.192
C -37.1669 7.3207 -5.8195 -0.196
O -37.9621 7.6891 -4.6920 -0.183
C -37.1950 7.5955 -3.4733 -0.102
H -36.2881 10.2955 -10.6350 0.084
H -34.8154 11.3743 -10.5583 0.083
H -36.2453 12.1144 -10.7840 0.081
H -37.9721 11.8544 -9.2419 0.111
H -37.4987 11.9410 -7.6224 0.124
H -37.8762 9.3011 -9.2278 0.113
H -39.0661 10.0197 -8.1045 0.126
H -37.0828 7.5103 -7.9965 0.127
H -38.7271 7.5810 -7.2670 0.130
H -36.1550 7.6365 -5.5655 0.115
H -37.0804 6.2344 -5.7971 0.120
H -36.6907 8.5315 -3.2331 0.088
H -36.4645 6.7865 -3.4703 0.079
H -37.8589 7.3227 -2.6530 0.083
C -34.5839 1.4403 -15.9313 -0.103
O -35.4731 2.5411 -16.0939 -0.198
C -34.9052 3.8064 -16.5506 -0.156
C -34.3110 4.7217 -15.4505 -0.184
O -33.1894 4.0402 -14.9301 -0.177
C -32.3665 4.7603 -13.9583 -0.150
C -31.2108 3.8767 -13.5187 -0.159
O -29.9204 4.1020 -14.1797 -0.200
C -28.8329 3.2751 -13.8205 -0.125
H -34.0817 1.1963 -16.8674 0.080
H -35.2257 0.6200 -15.6099 0.090
H -33.7750 1.6976 -15.2475 0.070
H -35.5923 4.4135 -17.1400 0.114
H -34.2150 3.5096 -17.3404 0.118
H -34.9594 4.9784 -14.6127 0.126
H -33.9237 5.6337 -15.9048 0.119
H -32.9419 5.1675 -13.1268 0.122
H -31.9147 5.6276 -14.4396 0.124
H -31.4781 2.8246 -13.6178 0.124
H -31.0169 4.0966 -12.4689 0.117
H -28.9799 2.1978 -13.7435 0.079
H -28.6963 3.4408 -12.7518 0.076
H -27.9396 3.5137 -14.3977 0.091
C -25.7111 13.6887 -5.0133 -0.088
O -26.2437 14.7935 -5.8040 -0.187
C -25.2622 15.8571 -5.9716 -0.192
C -25.7462 16.9261 -6.9274 -0.207
O -26.2002 16.2939 -8.1075 -0.144
C -26.8353 17.1462 -9.0833 -0.180
C -27.8736 16.3203 -9.8403 -0.167
O -28.8312 17.1429 -10.5587 -0.197
C -28.3605 17.9156 -11.6561 -0.114
H -25.0371 13.0758 -5.6119 0.077
H -26.5503 13.0106 -4.8585 0.081
H -25.3165 14.0000 -4.0461 0.084
H -24.2775 15.5425 -6.3174 0.122
H -25.1646 16.3397 -4.9992 0.121
H -24.9327 17.6087 -7.1731 0.126
H -26.5537 17.5147 -6.4921 0.125
H -26.0844 17.5635 -9.7541 0.118
H -27.3825 17.9687 -8.6227 0.128
H -28.5282 15.7709 -9.1637 0.128
H -27.3602 15.6188 -10.4978 0.122
H -28.3165 17.3602 -12.5929 0.084
H -27.4177 18.4297 -11.4694 0.076
H -29.0295 18.7628 -11.8071 0.084
```

Kohn-Sham gap	9.805	eV
HOMO	-9.5756	eV
SMILES string	CCOS(C)(=O)=O.CCOS(C)(=O)=O.CCOS(C)(=O)=O.CCOS(C)(=O)=O.COCCOCCOC.COCCOCCOC.COCCOCCOC
energy relative to the best compared isomer or geometry (same formula, charge and spin)	575.7	kJ/mol

***

# 2
Formula: C30H75BF4N5Na5O14P
Source: the OMol25 dataset
Level of theory: the ωB97M-V functional and the def2-TZVPD basis

Structure (XYZ):
```
135
Properties=species:S:1:pos:R:3:lowdin_charge:R:1
Na -1.8489 -3.2363 -0.4922 0.324
Na 1.8571 -4.4742 -0.6440 0.347
Na 1.2450 -3.2355 2.9069 0.543
Na 3.2610 -0.9563 0.9992 0.532
Na 0.8819 -1.3881 -2.4386 0.327
B 4.3273 -3.6383 2.0859 -1.309
F 4.9157 -2.5895 1.3747 0.119
F 5.2085 -4.6188 2.2564 0.220
F 3.7731 -3.1950 3.3443 0.076
F 3.2424 -4.0171 1.3169 0.129
P 0.6712 -1.9895 0.3426 -0.007
O 1.0435 -1.1938 1.6096 -0.372
O 0.2610 -3.4344 0.7429 -0.414
O 1.9413 -2.1237 -0.5681 -0.436
O -0.4402 -1.3140 -0.4707 -0.380
C 4.4913 -2.6595 -2.6295 -0.069
O 3.9111 -1.8449 -3.6786 -0.208
C 3.6506 -2.5416 -4.9411 -0.185
C 2.7441 -1.7381 -5.8606 -0.227
N 3.4383 -0.5332 -6.2345 -0.055
C 2.5621 0.5595 -6.6802 -0.176
C 3.2806 1.9229 -6.8135 -0.198
O 3.9175 2.4474 -5.6596 -0.166
C 3.0051 3.0723 -4.8276 -0.113
H 3.7869 -3.4457 -2.3579 0.054
H 4.5555 -1.9967 -1.7665 0.083
H 5.4140 -3.1690 -2.9073 0.094
H 3.1740 -3.5032 -4.7510 0.117
H 4.5831 -2.6787 -5.4885 0.125
H 1.8615 -1.5204 -5.2592 0.086
H 2.4464 -2.2362 -6.7833 0.127
H 3.9934 -0.3942 -5.4023 0.099
H 1.6444 0.6056 -6.0940 0.072
H 2.2643 0.2108 -7.6691 0.123
H 2.5895 2.5944 -7.3229 0.104
H 4.0925 1.7742 -7.5255 0.122
H 3.5065 3.4073 -3.9196 0.093
H 2.3064 2.3287 -4.4442 0.068
H 2.5398 3.8739 -5.4011 0.097
C -5.1635 -2.9869 -1.0804 -0.060
O -3.8386 -2.5711 -1.5253 -0.250
C -3.6344 -1.0996 -1.6882 -0.143
C -3.8182 -0.2111 -0.4489 -0.194
N -2.7098 -0.4209 0.4812 -0.039
C -2.4898 0.6994 1.4175 -0.152
C -3.6318 0.7805 2.4723 -0.164
O -3.3521 1.7177 3.5308 -0.212
C -4.1544 1.7074 4.6938 -0.105
H -5.8976 -2.4564 -1.6868 0.089
H -5.3265 -2.6944 -0.0431 0.086
H -5.2668 -4.0675 -1.1799 0.081
H -4.3261 -0.8772 -2.5008 0.117
H -2.7074 -0.8911 -2.2223 0.093
H -4.8150 -0.3111 -0.0192 0.105
H -3.9194 0.8051 -0.8302 0.115
H -1.8272 -0.7225 0.0938 0.012
H -2.3790 1.6209 0.8460 0.110
H -1.5239 0.5750 1.9070 0.098
H -3.6077 -0.1502 3.0391 0.091
H -4.6489 0.9019 2.0997 0.119
H -4.9457 2.4565 4.6648 0.083
H -3.5066 2.0021 5.5194 0.074
H -4.5513 0.7115 4.8903 0.079
C 5.8802 3.8003 3.2387 -0.142
O 5.1440 3.8755 2.0601 -0.178
C 3.8852 4.5343 2.2285 -0.187
C 2.8259 3.5646 2.8520 -0.193
N 2.1213 2.7925 1.8442 -0.053
C 0.8960 2.1052 2.2892 -0.196
C 1.0479 1.1240 3.4883 -0.173
O 0.9375 1.8041 4.7448 -0.208
C -0.2892 2.3197 5.2162 -0.095
H 5.3908 3.7735 4.2122 0.088
H 6.5142 4.6838 3.3134 0.081
H 6.6224 3.0076 3.1445 0.088
H 3.5748 4.9371 1.2643 0.112
H 3.8896 5.4742 2.7805 0.112
H 2.0894 4.1867 3.3603 0.118
H 3.1916 3.0120 3.7174 0.110
H 2.7112 2.0895 1.4225 0.096
H 0.4892 1.5530 1.4420 0.081
H 0.1012 2.8490 2.3456 0.115
H 1.9417 0.5246 3.3147 0.111
H 0.2109 0.4274 3.4412 0.091
H -0.1527 2.6467 6.2470 0.094
H -1.0240 1.5242 5.0920 0.065
H -0.6661 3.0976 4.5521 0.081
C -0.6115 2.9174 -7.1881 -0.076
O -0.2912 2.1251 -6.0382 -0.239
C -1.3604 1.1959 -5.6627 -0.153
C -0.6280 0.1502 -4.7805 -0.188
N 0.1163 0.7410 -3.6674 -0.049
C -0.6802 1.2790 -2.5396 -0.157
C 0.2774 2.0920 -1.6521 -0.187
O 0.6857 3.2689 -2.3508 -0.185
C 1.2516 4.2376 -1.5052 -0.110
H -0.9517 2.1858 -7.9210 0.087
H 0.2522 3.5148 -7.4801 0.082
H -1.3995 3.6299 -6.9441 0.086
H -1.7802 0.7057 -6.5411 0.116
H -2.2020 1.7151 -5.2043 0.117
H 0.0267 -0.4839 -5.3783 0.090
H -1.3431 -0.5494 -4.3477 0.110
H 0.4296 1.5874 -4.1209 0.064
H -1.1521 0.4555 -2.0036 0.082
H -1.4688 1.9512 -2.8776 0.124
H 1.1136 1.4753 -1.3227 0.120
H -0.1050 2.3579 -0.6666 0.107
H 0.4707 4.6994 -0.9010 0.092
H 1.7117 5.0531 -2.0632 0.086
H 2.0804 3.8410 -0.9188 0.077
C -4.0204 -5.4832 1.1686 -0.076
O -3.0612 -4.4530 1.3165 -0.216
C -2.6073 -4.2855 2.6482 -0.197
C -2.1867 -2.8605 2.9791 -0.176
N -2.0745 -2.5117 4.4155 -0.039
C -3.2467 -2.6473 5.2485 -0.211
C -3.0210 -2.0052 6.6426 -0.202
O -2.6960 -0.6264 6.5011 -0.226
C -2.2842 0.0523 7.6793 -0.082
H -4.1927 -5.6312 0.1026 0.087
H -4.9070 -5.1826 1.7268 0.095
H -3.6572 -6.3834 1.6644 0.094
H -1.7764 -4.9706 2.8158 0.131
H -3.3932 -4.5283 3.3635 0.111
H -3.0519 -2.2722 2.6735 0.099
H -1.3948 -2.5242 2.3098 0.091
H -1.9636 -1.5079 4.4016 0.091
H -3.5095 -3.6943 5.3995 0.115
H -4.1159 -2.1147 4.8625 0.114
H -2.2283 -2.5092 7.1954 0.118
H -3.9312 -2.1423 7.2265 0.119
H -1.4765 -0.4864 8.1749 0.093
H -3.1460 0.2858 8.3045 0.091
H -1.8900 0.9800 7.2644 0.065
```

Kohn-Sham gap (alpha / beta)	2.825 / 8.331	eV
HOMO (alpha / beta)	-2.9742 / -8.4996	eV
2S+1	2
<S²>	0.7506

***

Calculated total energy for every record listed, in sequence, given in Ha: -4359.799619 -4092.695841.